Entry 1:
23
Properties=species:S:1:pos:R:3 method="wB97M-V/def2-TZVPD" smiles="N[C@@H](CC(=O)O)C(=O)NCC(=O)O" energy_ev=-19599.0682
N -0.040 1.726 1.250
C 0.148 0.887 0.016
C 0.928 1.570 -1.059
C 2.255 2.239 -0.772
O 2.704 3.147 -1.443
O 3.078 1.505 -0.052
C 0.514 -0.633 0.322
O 1.692 -0.990 -0.147
N -0.321 -1.489 0.660
C -1.674 -1.606 1.028
C -2.575 -1.849 -0.271
O -3.666 -1.394 -0.380
O -1.977 -2.465 -1.363
H 0.824 1.932 1.791
H -0.707 1.050 1.787
H -0.836 0.829 -0.453
H 0.237 2.405 -1.473
H 1.174 1.101 -2.117
H 2.627 0.614 -0.122
H 0.196 -2.597 0.371
H -1.577 -2.629 1.785
H -1.993 -0.774 1.709
H -1.013 -2.581 -1.067

---

Entry 2:
67
Properties=species:S:1:pos:R:3 method="wB97M-V/def2-TZVPD" energy_ev=-69417.0429 total_charge=+1
N -3.547 -1.804 -0.215
H -2.589 -1.486 -0.190
H -4.054 -1.745 0.657
H -3.364 -2.796 -0.179
H -4.099 -1.388 -0.952
N -0.990 -1.774 2.793
H -1.098 -1.068 2.078
H -0.479 -1.297 3.522
H -0.413 -2.506 2.403
H -1.928 -2.009 3.084
C 0.312 1.091 -0.507
C -0.828 0.046 -0.566
O -1.417 -0.253 0.558
O -1.293 -0.276 -1.750
H 0.918 0.773 0.342
H 0.131 2.153 -0.668
H 0.788 0.701 -1.406
C 2.655 -1.997 3.177
C 2.882 -0.553 2.829
O 2.852 -0.015 4.148
C 2.601 -0.919 5.147
O 2.719 -0.726 6.416
O 2.681 -2.144 4.638
F 1.824 -0.105 2.203
H 3.409 -2.708 2.838
H 1.711 -2.249 2.694
H 3.680 -0.434 2.096
C -0.043 3.353 3.124
C -0.783 3.512 4.482
O -0.469 2.310 5.115
C -0.091 1.442 4.143
O -0.117 0.242 4.313
O 0.081 1.988 2.905
F -2.082 3.736 4.458
H 0.916 3.870 3.099
H -0.625 3.865 2.358
H -0.224 4.334 4.929
C 4.069 2.500 -2.144
C 4.282 1.117 -1.529
O 5.593 0.940 -1.952
C 6.211 2.096 -2.062
O 7.427 2.168 -2.273
O 5.337 3.066 -2.048
F 3.392 0.291 -2.073
H 3.400 3.117 -1.546
H 3.741 2.666 -3.170
H 4.039 1.062 -0.468
C -3.235 1.192 -4.329
C -2.913 2.403 -3.395
O -3.977 2.427 -2.538
C -4.740 1.257 -2.665
O -5.313 0.701 -1.757
O -4.469 0.682 -3.864
F -2.999 3.508 -4.165
H -2.376 0.539 -4.175
H -3.243 1.401 -5.399
H -1.901 2.363 -2.993
C -1.927 -3.249 -3.277
C -0.629 -3.268 -2.398
O -0.087 -4.490 -2.703
C -0.978 -5.323 -3.310
O -0.769 -6.481 -3.570
O -2.078 -4.657 -3.629
F -0.904 -3.277 -1.085
H -1.759 -2.825 -4.266
H -2.719 -2.755 -2.713
H -0.102 -2.340 -2.620